(1)
Density functional theory data (ωB97M-V with the def2-TZVPD basis set) for an isolated molecule of C2H5FN2O2 in a non-equilibrium geometry.

Each line ends with the Löwdin charge.
Atoms and positions in Å:
O (-1.53, -1.74, -0.02)  -0.07
N (-0.15, -1.50, 0.02)  0.05
C (0.08, -0.26, -0.14)  -0.35
C (1.49, 0.25, -0.14)  -0.15
F (2.38, -0.79, -0.01)  -0.03
N (-0.91, 0.68, -0.39)  -0.01
O (-0.63, 1.98, 0.06)  -0.03
H (-1.57, -2.69, 0.14)  0.09
H (1.70, 0.78, -1.07)  0.13
H (1.66, 0.96, 0.69)  0.13
H (-1.88, 0.38, -0.14)  0.15
H (-0.65, 1.96, 1.01)  0.09

**Structure (SMILES)**: O/N=C(/CF)NO
**Net charge**: 0
**HOMO energy**: -9.2 eV
**Energy above the lowest of the compared OMol25 structures with the same formula, charge and spin**: 0.0 kcal per mole

(2)
Density functional theory data (ωB97M-V with the def2-TZVPD basis set) for an isolated molecule of C2H5FN2OS in a non-equilibrium geometry.

Each line ends with the Löwdin charge.
Atoms and positions in Å:
O (-1.61, 1.61, 0.13)  -0.11
N (-0.40, 1.23, -0.17)  -0.10
C (-0.19, -0.12, -0.49)  -0.49
C (-1.28, -1.01, -0.52)  -0.16
F (-1.81, -1.30, 0.82)  -0.07
N (0.88, -0.88, -0.41)  -0.20
S (2.28, 0.14, 0.22)  0.68
H (-1.92, 2.60, -0.30)  0.23
H (0.11, 1.66, 0.64)  0.13
H (-2.19, -0.57, -1.17)  0.16
H (-0.94, -1.90, -1.08)  0.12
H (3.08, -0.90, 0.12)  -0.18

**Structure (SMILES)**: ON/C(CF)=N\S
**Net charge**: 0
**HOMO energy**: -8.9 eV
**Energy above the lowest of the compared OMol25 structures with the same formula, charge and spin**: 53.6 kcal per mole

(3)
Density functional theory data (ωB97M-V with the def2-TZVPD basis set) for an isolated molecule of C2H5FNO3PS2 in a non-equilibrium geometry.

Each line ends with the Löwdin charge.
Atoms and positions in Å:
O (2.05, -2.20, 0.80)  0.08
C (1.30, -1.49, 0.19)  -0.28
C (0.16, -0.81, 0.91)  -0.20
N (-0.38, 0.45, 0.32)  -0.42
P (0.77, 1.51, -0.43)  0.32
S (2.16, 2.05, 0.79)  0.20
S (-1.79, 0.23, -0.50)  0.54
O (-2.17, 1.46, -1.08)  -0.26
O (-1.78, -0.99, -1.24)  -0.23
F (-2.70, -0.03, 0.74)  -0.12
H (1.39, -1.39, -0.90)  0.12
H (0.47, -0.61, 1.93)  0.13
H (-0.65, -1.54, 0.95)  0.12
H (-0.03, 2.54, -0.91)  -0.01
H (1.22, 0.85, -1.58)  -0.01

**Structure (SMILES)**: O=CCN([PH2]=S)S(=O)(=O)F
**Net charge**: 0
**HOMO energy**: -9.7 eV
**Energy above the lowest of the compared OMol25 structures with the same formula, charge and spin**: 0.0 kcal per mole

(4)
Density functional theory data (ωB97M-V with the def2-TZVPD basis set) for an isolated molecule of C2H5FO in a non-equilibrium geometry.

Each line ends with the Löwdin charge.
Atoms and positions in Å:
C (0.80, 0.39, 0.10)  -0.03
C (-0.54, -0.04, -0.32)  -0.54
O (-1.00, -1.31, 0.02)  0.04
F (-1.40, 0.91, 0.08)  0.03
H (0.97, 0.44, 1.14)  0.08
H (1.47, -0.33, -0.14)  0.06
H (0.93, 1.42, -0.10)  0.09
H (-0.64, -0.09, -1.64)  0.21
H (-0.60, -1.40, 0.86)  0.06

**Structure (SMILES)**: C[C@@H](O)F
**Net charge**: 0
**HOMO energy**: -11.2 eV
**Energy above the lowest of the compared OMol25 structures with the same formula, charge and spin**: 17.5 kcal per mole

| no. | orbital gap (eV) | total energy (a.u.) |
| --- | --- | --- |
| 1 | 9.84 | -438.94239 |
| 2 | 9.24 | -761.84938 |
| 3 | 9.84 | -1597.25855 |
| 4 | 12.18 | -254.26315 |